a) This record from the OMol25 dataset describes a cluster of 2 separate species, C6H17N3 in total. The level of theory is ωB97M-V with the def2-TZVPD basis set.

The geometry in ORCA input format:
```
! RIJCOSX wB97M-V def2-TZVPD def2/J DEFGRID3
* xyz 0 1
C -0.367 -0.818 0.381
C -0.939 0.542 0.363
C 1.118 0.829 -1.020
C -1.079 0.667 -2.064
C -1.411 -1.904 0.306
C 1.896 0.167 -2.151
N -0.253 0.338 -0.914
N 0.593 -0.697 2.969
N 0.619 0.735 3.167
H -0.281 -1.028 3.374
H 0.485 -0.886 1.910
H 1.565 1.046 2.964
H 0.412 0.931 4.144
H -2.021 0.673 0.269
H -0.476 1.266 1.044
H 1.616 0.585 -0.081
H 1.117 1.923 -1.129
H -1.153 1.756 -2.169
H -0.654 0.264 -2.983
H -2.075 0.243 -1.937
H -2.459 -1.571 0.294
H -1.253 -2.488 -0.605
H -1.289 -2.581 1.153
H 2.954 0.413 -2.064
H 1.560 0.508 -3.130
H 1.777 -0.915 -2.092
*
```

LUMO energy: 0.892 eV

From a Löwdin analysis of the wavefunction, the atomic charges in e read: -0.171 -0.192 -0.230 -0.037 -0.126 -0.076 -0.251 -0.111 -0.105 0.048 -0.001 0.055 0.056 0.112 0.089 0.114 0.126 0.102 0.082 0.093 0.062 0.069 0.068 0.076 0.063 0.083

***

b) This record from the OMol25 dataset describes a cluster of 2 separate species, C6H17N3 in total. The level of theory is ωB97M-V with the def2-TZVPD basis set.

The geometry in ORCA input format:
```
! RIJCOSX wB97M-V def2-TZVPD def2/J DEFGRID3
* xyz 0 1
C -2.625 0.672 1.110
C -1.189 1.044 -0.761
C -2.748 -0.957 -0.758
C 4.013 1.005 0.027
C 2.493 -1.016 -0.473
C -1.891 -0.116 0.040
N -0.929 -0.990 0.664
N 2.142 0.193 1.454
N 2.883 0.049 0.566
H -3.319 1.298 0.485
H -3.080 -0.156 1.661
H -1.862 1.168 1.709
H -2.066 1.635 -0.872
H -0.696 0.688 -1.761
H -0.489 1.543 -0.066
H -2.039 -1.730 -1.053
H -3.627 -1.503 -0.391
H -3.088 -0.466 -1.709
H 3.290 1.818 -0.445
H 4.620 1.442 0.842
H 4.675 0.332 -0.627
H 1.369 -1.022 -0.490
H 2.876 -0.700 -1.503
H 2.839 -2.067 -0.099
H -1.350 -1.783 1.188
H -0.205 -0.384 1.262
*
```

LUMO energy: 0.801 eV

From a Löwdin analysis of the wavefunction, the atomic charges in e read: -0.068 -0.048 -0.087 -0.040 -0.071 -0.790 0.013 0.064 -0.417 0.099 0.082 0.080 0.044 0.115 0.075 0.081 0.089 0.100 0.118 0.063 0.083 0.044 0.077 0.105 0.092 0.097

***

c) This record from the OMol25 dataset describes an isolated molecule of C6H17N3. The level of theory is ωB97M-V with the def2-TZVPD basis set.

The geometry in ORCA input format:
```
! RIJCOSX wB97M-V def2-TZVPD def2/J DEFGRID3
* xyz 0 1
C 0.791 -0.831 -0.020
C 0.473 0.683 -0.155
C -2.106 0.144 0.355
C -1.491 2.156 -0.736
C 0.613 -1.479 1.351
C 0.207 -1.691 -1.139
N -1.021 1.076 0.142
N 2.370 -0.885 -0.291
N 1.210 1.521 0.747
H 0.689 0.980 -1.187
H 2.612 -0.311 -1.099
H 2.889 -0.536 0.512
H 2.211 1.467 0.618
H 0.838 1.408 1.684
H -2.396 -0.393 -0.558
H -3.011 0.669 0.691
H -1.918 -0.541 1.183
H -0.732 2.930 -0.889
H -2.363 2.665 -0.306
H -1.780 1.770 -1.725
H 0.961 -0.841 2.169
H -0.418 -1.780 1.545
H 1.179 -2.416 1.405
H -0.847 -1.921 -0.972
H 0.744 -2.644 -1.210
H 0.294 -1.200 -2.114
*
```

LUMO energy: 0.944 eV
SMILES: CN(C)[C@@H](N)C(C)(C)N

From a Löwdin analysis of the wavefunction, the atomic charges in e read: -0.502 -0.338 -0.128 -0.119 -0.053 -0.055 -0.197 0.039 0.052 0.129 0.061 0.049 0.065 0.081 0.075 0.084 0.065 0.078 0.079 0.078 0.076 0.063 0.086 0.065 0.084 0.083

***

It comes down to c), which is 79.3 kcal/mol more stable than the next structure.

***

a) This record from the OMol25 dataset describes an isolated molecule of H5N2OP. The level of theory is ωB97M-V with the def2-TZVPD basis set.

The geometry in ORCA input format:
```
! RIJCOSX wB97M-V def2-TZVPD def2/J DEFGRID3
* xyz 0 1
N 0.446 -1.278 -0.431
N 0.302 1.433 -0.378
O -2.010 -0.158 -0.352
P -0.439 0.015 0.206
H -0.217 -1.998 -0.717
H 1.150 -1.851 0.142
H 1.180 1.601 0.029
H -0.225 2.159 -0.145
H -0.188 0.078 1.646
*
```

LUMO energy: 0.769 eV
SMILES: N[PH](N)=O

From a Löwdin analysis of the wavefunction, the atomic charges in e read: -0.156 -0.094 -0.491 0.593 0.038 0.084 0.026 -0.025 0.026

***

b) This record from the OMol25 dataset describes a cluster of 2 separate species, H5N2OP in total. The level of theory is ωB97M-V with the def2-TZVPD basis set.

The geometry in ORCA input format:
```
! RIJCOSX wB97M-V def2-TZVPD def2/J DEFGRID3
* xyz 0 1
N 0.490 -1.195 -0.366
N -0.018 1.317 -0.367
O -1.986 -0.264 -0.176
P -0.582 -0.082 0.242
H 1.925 -1.234 -0.168
H 0.238 -2.215 -0.229
H -0.776 2.066 -0.492
H 0.904 1.753 -0.193
H -0.195 -0.144 1.750
*
```

LUMO energy: -0.018 eV

From a Löwdin analysis of the wavefunction, the atomic charges in e read: -0.237 -0.144 -0.369 0.280 0.248 0.030 0.097 0.061 0.033

***

It comes down to a), which is 23.6 kcal/mol more stable than the next structure.

***

a) This record from the OMol25 dataset describes a structure of composition C26H28CaN7O3. The level of theory is ωB97M-V with the def2-TZVPD basis set.

The geometry in ORCA input format:
```
! RIJCOSX wB97M-V def2-TZVPD def2/J DEFGRID3
* xyz 1 1
Ca -0.906 0.013 0.939
O 1.788 -3.419 -0.502
C 1.291 -3.618 -1.744
C 1.980 -4.493 -2.579
C 1.523 -4.732 -3.858
C 0.370 -4.106 -4.332
C -0.313 -3.237 -3.512
C 0.129 -2.974 -2.207
C -0.598 -2.020 -1.361
O -0.181 -1.804 -0.149
N -1.643 -1.394 -1.881
N -2.120 -0.472 -1.004
C -3.184 0.160 -1.328
C -3.661 1.229 -0.445
C -4.795 1.961 -0.773
C -5.187 3.010 0.040
C -4.433 3.304 1.165
C -3.324 2.519 1.430
N -2.934 1.504 0.660
H 1.140 -2.840 -0.049
H 2.869 -4.976 -2.195
H 2.066 -5.418 -4.496
H 0.016 -4.300 -5.335
H -1.207 -2.737 -3.856
H -3.709 -0.058 -2.254
H -5.354 1.706 -1.663
H -6.065 3.594 -0.203
H -4.692 4.120 1.824
H -2.716 2.718 2.306
C -0.084 -1.518 3.276
C 0.069 -0.246 3.821
C -1.047 0.561 4.036
C -2.316 0.087 3.721
C -2.473 -1.189 3.187
C -1.356 -1.990 2.958
H 0.783 -2.141 3.097
H 1.054 0.113 4.092
H -0.927 1.544 4.473
H -3.186 0.705 3.901
H -3.461 -1.556 2.943
H -1.467 -2.973 2.519
O -1.523 3.681 -2.655
C -1.246 3.159 -1.701
C 1.562 0.740 -1.046
N 2.876 1.163 -1.485
C 3.877 0.322 -0.822
N 3.792 0.441 0.638
C 2.467 0.034 1.059
N 1.393 0.867 0.440
C 1.672 2.285 0.797
N 2.989 2.717 0.374
C 3.088 2.553 -1.081
C 3.989 1.846 1.002
H 1.409 -0.304 -1.319
H 0.801 1.353 -1.534
H 4.872 0.628 -1.146
H 3.718 -0.720 -1.106
H 2.396 0.128 2.145
H 2.300 -1.006 0.773
H 1.592 2.391 1.883
H 0.917 2.917 0.322
H 4.077 2.874 -1.407
H 2.339 3.186 -1.563
H 3.923 1.949 2.087
H 4.983 2.161 0.684
*
```

LUMO energy: -3.411 eV

From a Löwdin analysis of the wavefunction, the atomic charges in e read: 1.390 0.049 -0.258 -0.007 -0.062 -0.079 -0.025 -0.090 -0.424 -0.244 0.066 -0.118 -0.084 -0.288 -0.005 -0.030 -0.039 -0.143 0.003 0.048 0.122 0.111 0.105 0.108 0.133 0.124 0.121 0.114 0.106 -0.110 -0.104 -0.089 -0.105 -0.090 -0.107 0.126 0.113 0.118 0.114 0.123 0.126 0.085 0.017 -0.171 -0.075 -0.142 -0.077 -0.175 -0.177 -0.183 -0.082 -0.153 -0.156 0.117 0.099 0.133 0.134 0.111 0.118 0.126 0.107 0.133 0.128 0.130 0.132

***

b) This record from the OMol25 dataset describes a structure of composition C26H28CaN7O3. The level of theory is ωB97M-V with the def2-TZVPD basis set.

The geometry in ORCA input format:
```
! RIJCOSX wB97M-V def2-TZVPD def2/J DEFGRID3
* xyz 1 1
Ca -0.032 0.429 0.133
O -2.530 3.338 -2.519
C -2.054 2.756 -3.647
C -2.165 3.479 -4.831
C -1.699 2.937 -6.011
C -1.117 1.667 -6.039
C -1.016 0.950 -4.869
C -1.477 1.479 -3.656
C -1.333 0.712 -2.408
O -1.484 1.322 -1.255
N -1.053 -0.580 -2.516
N -0.794 -1.101 -1.267
C -1.055 -2.308 -0.982
C -0.808 -2.745 0.416
C -1.093 -4.040 0.807
C -0.908 -4.402 2.132
C -0.445 -3.457 3.031
C -0.177 -2.186 2.559
N -0.341 -1.821 1.285
H -2.375 2.707 -1.791
H -2.624 4.459 -4.797
H -1.789 3.508 -6.927
H -0.754 1.250 -6.969
H -0.582 -0.042 -4.862
H -1.507 -2.986 -1.702
H -1.462 -4.749 0.078
H -1.131 -5.409 2.460
H -0.294 -3.693 4.076
H 0.198 -1.422 3.233
C 3.089 -0.831 1.822
C 3.295 0.454 1.328
C 3.169 0.703 -0.037
C 2.809 -0.328 -0.899
C 2.571 -1.606 -0.399
C 2.737 -1.860 0.957
H 3.228 -1.032 2.878
H 3.601 1.246 2.000
H 3.400 1.682 -0.437
H 2.748 -0.150 -1.966
H 2.301 -2.407 -1.074
H 2.590 -2.863 1.339
O -2.585 0.582 1.770
C -1.557 0.819 2.144
C 0.877 3.479 -1.023
N 1.023 4.923 -1.099
C -0.252 5.536 -0.696
N -0.620 5.162 0.678
C -0.738 3.718 0.747
N 0.525 3.007 0.358
C 1.586 3.519 1.278
N 1.737 4.961 1.228
C 2.062 5.344 -0.154
C 0.455 5.583 1.583
H 1.819 3.010 -1.310
H 0.094 3.157 -1.709
H -1.037 5.212 -1.379
H -0.157 6.620 -0.753
H -1.535 3.384 0.088
H -0.977 3.439 1.774
H 2.529 3.062 0.999
H 1.334 3.215 2.295
H 3.012 4.887 -0.437
H 2.172 6.426 -0.203
H 0.561 6.665 1.533
H 0.193 5.307 2.606
*
```

LUMO energy: -3.525 eV

From a Löwdin analysis of the wavefunction, the atomic charges in e read: 1.322 0.051 -0.261 -0.003 -0.060 -0.078 -0.028 -0.098 -0.417 -0.262 0.081 -0.167 -0.057 -0.252 0.000 -0.026 -0.035 -0.147 0.007 0.056 0.124 0.111 0.105 0.108 0.138 0.125 0.122 0.117 0.113 -0.075 -0.084 -0.121 -0.107 -0.095 -0.092 0.115 0.111 0.098 0.119 0.117 0.115 0.139 -0.009 -0.164 -0.073 -0.139 -0.074 -0.189 -0.141 -0.184 -0.080 -0.153 -0.156 0.115 0.110 0.123 0.132 0.109 0.106 0.089 0.130 0.129 0.131 0.131 0.129

***

It comes down to a), which is 20.7 kcal/mol more stable than the next structure.